This record from OMol25 describes a structure of composition C34H25N8O6Tl. The level of theory is wB97M-V/def2-TZVPD.

XYZ file:
```
74
Properties=species:S:1:pos:R:3:mulliken_charge:R:1
N 0.180 -1.146 -3.148 -0.1606
C 1.473 0.711 -4.173 0.0897
C -4.554 4.431 -2.614 -0.5716
Tl 0.036 0.330 -0.938 0.9222
C 4.466 -1.854 2.299 -0.4219
H 2.732 -3.625 -5.898 0.2702
C -1.315 -2.729 -2.009 -0.0720
H -5.858 3.316 -3.905 0.3656
C -1.951 -1.246 1.974 0.2511
C 0.476 -3.433 -3.697 -0.6066
C 2.112 1.750 3.156 -0.0382
H 3.018 3.713 2.494 0.4183
O -1.628 -1.803 -1.217 -0.4610
C -1.196 -3.373 2.690 -1.0244
C 1.083 1.279 2.098 -0.6362
H 5.681 -4.205 0.211 0.3545
C -0.947 -2.211 1.986 0.0866
C -2.411 -3.591 3.352 -0.3891
H 4.015 0.734 3.319 0.3140
C -3.135 0.505 1.660 -0.7118
C 4.118 -2.847 -0.263 -0.8291
N -3.913 -0.328 2.428 -0.0329
H 2.432 2.125 0.573 0.7152
C -5.060 3.266 -3.174 -0.3181
C -4.519 2.035 -2.813 -0.8427
H -3.478 1.480 1.344 0.4737
C 3.227 -1.781 0.137 -0.1836
H -4.860 -0.169 2.714 0.2014
C 5.263 -2.895 1.869 -0.7772
C -3.423 -2.647 3.340 -1.1241
N -1.805 3.049 -0.608 0.7360
N 0.576 2.988 0.372 -0.2560
O 2.088 -4.059 -5.331 -0.5737
C -2.957 3.139 -1.347 -0.0984
H 2.519 -1.400 -5.501 0.3707
C 1.777 -1.737 -4.786 -0.3791
C 1.120 -0.791 -4.011 -0.0577
C 0.952 4.012 3.004 -0.8765
C -3.468 1.964 -1.923 0.0347
H -3.102 5.273 -1.262 0.4211
C 2.074 3.155 2.502 -0.0559
N -1.973 0.010 1.388 0.3699
C 1.458 -3.074 -4.606 1.2298
C 5.070 -3.378 0.563 -0.3194
N 3.202 0.878 2.749 -0.2121
H -2.569 -4.525 3.878 0.3485
H -4.908 1.126 -3.252 0.4122
C 3.484 -1.283 1.487 0.2045
H -0.981 4.806 2.702 0.4336
O 1.134 1.455 -3.226 -0.5953
H -4.366 -2.824 3.844 0.3611
O -1.829 -3.857 -2.125 -0.8157
N 1.459 0.002 1.616 0.4408
H -0.437 -4.144 2.727 0.4221
C 1.602 2.467 1.188 -0.9235
O 2.061 1.004 -5.234 -0.8217
H 1.895 1.697 4.231 0.3773
N -1.634 3.785 0.383 -0.8018
H 3.959 -3.247 -1.258 0.4299
C -0.381 3.603 0.981 0.4610
C -0.189 4.169 2.325 -0.3704
C -3.529 4.374 -1.688 -0.3936
H 1.111 4.537 3.942 0.3473
C -3.170 -1.473 2.641 0.2748
O 2.349 -1.349 -0.647 -0.2958
H -0.023 -2.021 1.456 0.4549
H 0.199 -4.466 -3.540 0.4748
H 6.011 -3.333 2.520 0.3243
H -4.956 5.393 -2.910 0.3348
C 2.690 -0.170 1.955 -0.1579
H 0.022 1.358 2.316 0.5034
C -0.150 -2.421 -2.984 0.2422
H 4.561 -1.499 3.324 0.2665
H -3.010 1.017 -1.656 0.4670
```

Values from the calculation:
- net charge = -2
- HOMO energy (Eh) = -0.0634
- E_LUMO (eV) = 3.3963
- orbital gap (eV) = 5.12

---

This record from OMol25 describes a structure of composition C34H26Cl2N4O5S4Zr. The level of theory is wB97M-V/def2-TZVPD.

XYZ file:
```
76
Properties=species:S:1:pos:R:3:mulliken_charge:R:1
C 2.688 -3.883 -2.288 0.6930
C -0.566 -0.840 3.751 0.5476
N -2.125 0.871 0.239 0.5356
O -1.916 3.014 1.828 0.1923
H -4.810 -1.012 3.463 0.3863
H -0.950 3.592 3.570 0.2547
C -6.082 4.671 -2.151 -0.3479
H -7.832 2.553 -2.707 0.3818
C 0.536 1.436 -1.006 0.9691
H 0.061 3.617 -5.564 0.3839
O -6.286 2.388 -1.328 -0.3891
C -3.918 5.713 -1.985 -1.1961
O -1.515 0.314 7.259 -0.6152
H -2.372 4.523 -1.086 0.5405
H 1.293 -4.702 -3.665 0.4529
H 1.795 3.570 -4.048 0.4208
C -3.404 4.557 -1.410 0.4362
C 1.457 -3.999 -2.861 -0.6232
S 0.966 1.093 2.475 -0.5998
H -2.333 4.617 3.086 0.3734
C -1.083 0.114 6.156 0.6284
C 0.080 0.336 3.799 -0.0361
C -1.488 4.027 2.726 -0.9595
H 0.087 5.048 -4.501 0.4056
C -2.519 1.714 -0.694 -0.2894
H -4.429 1.767 -0.050 0.4381
C -2.646 1.997 2.338 1.3048
H 3.105 -0.379 1.597 0.4928
H 5.003 -3.364 -0.844 0.4286
H -3.056 2.806 4.288 0.4582
H -8.056 1.435 -1.343 0.2446
C 4.141 -2.777 -0.556 -0.8089
S -0.659 -1.894 2.353 -0.5212
C -7.671 2.406 -1.636 -1.0018
C 0.094 2.830 -2.972 1.0619
C -3.629 -0.164 1.889 -0.3667
H -8.188 3.188 -1.077 0.4014
C 3.080 -1.111 0.799 -0.2858
Cl 3.995 -4.874 -2.854 -0.2605
C 1.443 2.988 -3.209 -0.3218
N -1.762 2.042 -1.746 0.1843
N 1.929 -1.251 0.181 0.5586
C -0.348 2.064 -1.877 -0.5229
C 0.534 -2.310 -1.388 0.0203
C 1.903 1.642 -1.272 -0.2443
C -4.213 3.446 -1.235 -0.5812
C 2.353 2.393 -2.339 -1.3942
H 2.646 1.200 -0.618 0.3797
S 0.000 1.234 5.301 -0.1315
Cl -1.167 -3.408 -3.155 -0.2230
H -5.656 6.666 -2.798 0.3979
Zr -0.178 -0.122 0.537 -0.4227
H -0.815 4.662 2.158 0.2382
C -5.568 3.512 -1.592 0.7631
C -3.992 0.902 4.000 -0.7090
O -0.898 3.388 -3.737 -0.4071
C -4.214 -0.168 3.145 -0.9415
C 4.216 -1.863 0.457 -1.0406
S -1.419 -1.335 5.200 -0.1267
C -3.219 1.985 3.605 -0.7275
O -0.419 -1.540 -0.900 -0.8896
C -5.249 5.766 -2.356 -0.7542
H -2.238 2.561 -2.471 0.3950
C 1.830 -2.179 -0.814 0.5137
H -4.420 0.898 4.994 0.4477
C -0.509 4.194 -4.833 -1.0448
H -1.429 4.549 -5.289 0.2766
H -3.735 -1.010 1.221 0.5103
C -2.836 0.900 1.487 -0.3425
C 2.916 -2.964 -1.231 -0.0671
H 5.136 -1.706 1.003 0.4338
H -7.123 4.728 -2.431 0.4179
H 3.415 2.522 -2.511 0.3988
H -3.275 6.571 -2.123 0.4134
C 0.376 -3.212 -2.410 0.2967
N -3.769 2.242 -0.649 0.1148
```

Values from the calculation:
- HOMO energy (Eh) = -0.2570
- E_LUMO (eV) = -0.5807
- relative energy (zero: lowest compared OMol25 entry of this formula, charge and spin) (kcal per mole) = 0.0
- orbital gap (eV) = 6.41

---

Q: Which value of orbital gap does entry 1 give?
A: 5.12 eV

---

Q: Among the records above, which one has the lowest HOMO energy?
A: C34H26Cl2N4O5S4Zr

---

Q: Among the records above, which one has the lowest HOMO energy?
A: C34H26Cl2N4O5S4Zr

---

Q: Among the records above, which one has the lowest E_LUMO?
A: C34H26Cl2N4O5S4Zr